(1)
The following is a DFT calculation (wB97M-V/def2-TZVPD) of 5 unconnected molecules or ions with the total composition C24H30F4NO14 in a non-equilibrium geometry.

As for the charge: +1. The LUMO energy comes out at -6.3 eV. The calculation puts the HOMO-LUMO gap at 5.515 eV. The calculation puts the molar mass at 632.49 g/mol.

Each atom is followed by the atoms it is bonded to, with distances in Å.
Atoms and positions in Å:
1 O -1.7984 3.3021 1.1481  C2 1.244
2 C -0.8716 2.4740 1.0964  O1 1.244, O3 1.432, C4 1.595
3 O -0.7787 1.6133 -0.0437  C2 1.432, H16 0.993
4 C 0.2755 2.3249 2.1947  C2 1.595, C5 1.574, C9 1.550
5 C 1.3543 3.4680 2.2729  C4 1.574, C6 1.552, H17 1.153
6 C 2.4383 3.3177 3.3738  C5 1.552, N7 1.437, H18 1.142
7 N 2.4336 2.1924 4.2681  C6 1.437, C8 1.460, H19 1.038
8 C 1.4693 1.0979 4.2139  N7 1.460, C9 1.573, H20 1.138
9 C 0.3167 1.0995 3.1436  C4 1.550, C8 1.573, C10 1.593
10 C -0.7003 -0.1261 3.1693  C9 1.593, F11 1.435, F12 1.414, C13 1.632
11 F -1.6047 0.1075 4.2590  C10 1.435
12 F -1.3546 -0.3905 1.9444  C10 1.414
13 C 0.0843 -1.5048 3.5521  C10 1.632, F14 1.420, F15 1.433, H21 1.157
14 F 0.1770 -1.7261 4.9513  C13 1.420
15 F 1.3273 -1.6354 2.8503  C13 1.433
16 H 0.1165 1.1830 -0.0622  O3 0.993
17 H 1.3544 4.3700 1.5544  C5 1.153
18 H 3.2258 4.1416 3.4522  C6 1.142
19 H 3.1639 2.1562 5.0051  N7 1.038
20 H 1.6264 0.2692 4.9784  C8 1.138
21 H -0.5925 -2.3465 3.1378  C13 1.157
22 C 2.2010 -4.7392 0.6425  C23 1.514, H29 1.093, H30 1.093, H31 1.094
23 C 3.6418 -4.3194 0.4436  C22 1.514, C24 1.501, O28 1.426, H32 1.095
24 C 3.9830 -3.0179 1.1088  C23 1.501, O25 1.421, H33 1.092, H34 1.095
25 O 5.0288 -2.5159 0.2881  C24 1.421, C26 1.365
26 C 4.8258 -3.0347 -0.9577  O25 1.365, O27 1.197, O28 1.362
27 O 5.3852 -2.6568 -1.9459  C26 1.197
28 O 3.9004 -4.0343 -0.9290  C23 1.426, C26 1.362
29 H 2.0188 -5.7059 0.1665  C22 1.093
30 H 1.9543 -4.8216 1.7037  C22 1.093
31 H 1.5169 -4.0266 0.1725  C22 1.094
32 H 4.3176 -5.1213 0.7595  C23 1.095
33 H 4.3275 -3.1536 2.1359  C24 1.092
34 H 3.1598 -2.2955 1.1027  C24 1.095
35 C -3.4212 1.2941 -1.6897  C36 1.514, H42 1.093, H43 1.092, H44 1.094
36 C -3.6700 0.2888 -2.7940  C35 1.514, C37 1.501, O41 1.425, H45 1.096
37 C -3.8699 0.9182 -4.1420  C36 1.501, O38 1.422, H46 1.091, H47 1.095
38 O -4.7083 -0.0230 -4.7996  C37 1.422, C39 1.363
39 C -5.4185 -0.6574 -3.8250  O38 1.363, O40 1.202, O41 1.363
40 O -6.3736 -1.3581 -4.0281  C39 1.202
41 O -4.9064 -0.3900 -2.5903  C36 1.425, C39 1.363
42 H -3.2504 0.7798 -0.7407  C35 1.093
43 H -2.5524 1.9182 -1.9084  C35 1.092
44 H -4.2928 1.9381 -1.5422  C35 1.094
45 H -2.8692 -0.4588 -2.8146  C36 1.096
46 H -2.9317 1.0476 -4.6845  C37 1.091
47 H -4.3919 1.8799 -4.1004  C37 1.095
48 C 8.1164 -1.7682 0.7979  C49 1.513, H55 1.092, H56 1.092, H57 1.094
49 C 8.5216 -0.3302 1.0394  C48 1.513, C50 1.501, O54 1.426, H58 1.096
50 C 9.8509 0.0263 0.4406  C49 1.501, O51 1.422, H59 1.091, H60 1.095
51 O 10.3091 1.0607 1.3028  C50 1.422, C52 1.362
52 C 9.7356 0.8359 2.5180  O51 1.362, O53 1.198, O54 1.363
53 O 10.0633 1.3806 3.5331  C52 1.198
54 O 8.7416 -0.0929 2.4282  C49 1.426, C52 1.363
55 H 7.1305 -1.9594 1.2256  C48 1.092
56 H 8.0833 -1.9978 -0.2696  C48 1.092
57 H 8.8084 -2.4588 1.2885  C48 1.094
58 H 7.7322 0.3487 0.6979  C49 1.096
59 H 9.7618 0.3873 -0.5855  C50 1.091
60 H 10.5745 -0.7948 0.4668  C50 1.095
61 C -8.5188 0.7460 -2.0958  C62 1.513, H68 1.093, H69 1.093, H70 1.094
62 C -9.6455 1.2413 -2.9765  C61 1.513, C63 1.501, O67 1.426, H71 1.095
63 C -9.1715 1.9427 -4.2156  C62 1.501, O64 1.422, H72 1.091, H73 1.095
64 O -10.2339 2.8489 -4.4820  C63 1.422, C65 1.364
65 C -10.8192 3.1246 -3.2818  O64 1.364, O66 1.197, O67 1.363
66 O -11.6029 4.0109 -3.0987  C65 1.197
67 O -10.3916 2.2617 -2.3170  C62 1.426, C65 1.363
68 H -8.9205 0.2165 -1.2281  C61 1.093
69 H -7.8543 0.0707 -2.6404  C61 1.093
70 H -7.9303 1.5815 -1.7048  C61 1.094
71 H -10.3287 0.4197 -3.2167  C62 1.095
72 H -9.0271 1.2570 -5.0525  C63 1.091
73 H -8.2521 2.5189 -4.0653  C63 1.095

Löwdin atomic charge list, values in e, 6 entries: atom 1 (O): 0.138, atom 2 (C): -0.368, atom 3 (O): 0.054, atom 4 (C): 0.053, atom 5 (C): 0.103, atom 6 (C): 0.045



(2)
The following is a DFT calculation (wB97M-V/def2-TZVPD) of a single C24H30N2O5 molecule in a non-equilibrium geometry.

As for the structure (SMILES): Cc1oc2c(C)c3oc(=O)c(CCC(=O)NCCN4CCOCC4)c(C)c3cc2c1C. As for the charge: 0. The LUMO energy comes out at 0.2 eV. The calculation puts the HOMO-LUMO gap at 8.227 eV. Its relative energy (zero: lowest compared OMol25 entry of this formula, charge and spin) is 33.4 kcal per mole. The calculation puts the molar mass at 426.51 g/mol.

Each atom is followed by the atoms it is bonded to, with distances in Å.
Atoms and positions in Å:
1 C 6.1806 2.7083 0.7746  C2 1.487, H32 1.088, H33 1.086, H34 1.089
2 C 5.0795 1.7664 0.4389  C1 1.487, O3 1.369, C30 1.359
3 O 3.9435 2.3082 -0.1008  C2 1.369, C4 1.350
4 C 3.0904 1.2852 -0.3203  O3 1.350, C5 1.384, C29 1.413
5 C 1.8122 1.3620 -0.8446  C4 1.384, C6 1.495, C7 1.397
6 C 1.1709 2.6530 -1.2409  C5 1.495, H35 1.090, H36 1.088, H37 1.086
7 C 1.1383 0.1446 -0.9671  C5 1.397, O8 1.359, C27 1.413
8 O -0.1235 0.2260 -1.4647  C7 1.359, C9 1.354
9 C -0.9329 -0.8541 -1.5660  O8 1.354, O10 1.215, C11 1.455
10 O -2.0709 -0.6657 -1.9486  C9 1.215
11 C -0.3917 -2.1551 -1.2034  C9 1.455, C12 1.505, C25 1.359
12 C -1.3788 -3.2860 -1.3161  C11 1.505, C13 1.541, H38 1.092, H39 1.092
13 C -1.7562 -3.8612 0.0627  C12 1.541, C14 1.523, H40 1.090, H41 1.091
14 C -1.6452 -2.8159 1.1653  C13 1.523, O15 1.216, N16 1.349
15 O -0.8202 -2.8999 2.0545  C14 1.216
16 N -2.5532 -1.8210 1.0899  C14 1.349, C17 1.446, H42 1.008
17 C -2.5839 -0.7422 2.0529  N16 1.446, C18 1.533, H43 1.094, H44 1.092
18 C -2.2069 0.6235 1.4683  C17 1.533, N19 1.453, H45 1.094, H46 1.102
19 N -3.3611 1.4312 1.1105  C18 1.453, C20 1.454, C24 1.458
20 C -2.9415 2.7527 0.6721  N19 1.454, C21 1.527, H47 1.093, H48 1.105
21 C -4.1748 3.6138 0.4069  C20 1.527, O22 1.406, H49 1.092, H50 1.101
22 O -4.9948 3.0424 -0.5822  C21 1.406, C23 1.407
23 C -5.3894 1.7476 -0.1976  O22 1.407, C24 1.529, H51 1.091, H52 1.102
24 C -4.1912 0.8355 0.0703  N19 1.458, C23 1.529, H53 1.091, H54 1.102
25 C 0.8859 -2.2815 -0.7590  C11 1.359, C26 1.493, C27 1.447
26 C 1.4582 -3.6129 -0.3989  C25 1.493, H55 1.085, H56 1.087, H57 1.090
27 C 1.6993 -1.0967 -0.5917  C7 1.413, C25 1.447, C28 1.395
28 C 2.9856 -1.1225 -0.0517  C27 1.395, C29 1.383, H58 1.076
29 C 3.6803 0.0659 0.0808  C4 1.413, C28 1.383, C30 1.437
30 C 4.9822 0.4179 0.5752  C2 1.359, C29 1.437, C31 1.488
31 C 5.9943 -0.5273 1.1206  C30 1.488, H59 1.086, H60 1.089, H61 1.089
32 H 7.1132 2.3889 0.3132  C1 1.088
33 H 5.9247 3.7000 0.4121  C1 1.086
34 H 6.3309 2.7560 1.8526  C1 1.089
35 H 0.3507 2.8866 -0.5626  C6 1.090
36 H 0.7569 2.5756 -2.2442  C6 1.088
37 H 1.9001 3.4569 -1.2058  C6 1.086
38 H -2.2670 -2.8849 -1.8081  C12 1.092
39 H -0.9821 -4.0835 -1.9481  C12 1.092
40 H -1.0879 -4.6771 0.3369  C13 1.090
41 H -2.7756 -4.2491 0.0347  C13 1.091
42 H -3.1160 -1.7287 0.2583  N16 1.008
43 H -3.5776 -0.6757 2.5060  C17 1.094
44 H -1.8627 -1.0239 2.8236  C17 1.092
45 H -1.6573 1.1875 2.2271  C18 1.094
46 H -1.5317 0.4754 0.6106  C18 1.102
47 H -2.3390 3.2129 1.4592  C20 1.093
48 H -2.3388 2.6932 -0.2519  C20 1.105
49 H -3.8853 4.5991 0.0368  C21 1.092
50 H -4.7416 3.7254 1.3443  C21 1.101
51 H -5.9913 1.3546 -1.0186  C23 1.091
52 H -6.0050 1.8063 0.7142  C23 1.102
53 H -4.5713 -0.1248 0.4222  C24 1.091
54 H -3.6249 0.6835 -0.8624  C24 1.102
55 H 0.9248 -4.4146 -0.8998  C26 1.085
56 H 2.5081 -3.6750 -0.6718  C26 1.087
57 H 1.3649 -3.7559 0.6778  C26 1.090
58 H 3.4336 -2.0443 0.2766  C28 1.076
59 H 6.8902 0.0047 1.4270  C31 1.086
60 H 5.5877 -1.0567 1.9814  C31 1.089
61 H 6.2635 -1.2675 0.3679  C31 1.089

Löwdin atomic charge list, values in e, 6 entries: atom 1 (C): 0.002, atom 2 (C): -0.244, atom 3 (O): 0.103, atom 4 (C): -0.152, atom 5 (C): -0.101, atom 6 (C): 0.003



(3)
The following is a DFT calculation (wB97M-V/def2-TZVPD) of a single C24H30N2O6 molecule.

As for the structure (SMILES): COC(=O)[C@H](Cc1ccccc1)NC(=O)C[C@@H](C)CC(=O)Nc1ccc(OC)cc1OC. As for the charge: 0. The LUMO energy comes out at 0.4 eV. The calculation puts the HOMO-LUMO gap at 8.428 eV. Its relative energy (zero: lowest compared OMol25 entry of this formula, charge and spin) is 21.0 kcal per mole. The calculation puts the molar mass at 442.51 g/mol.

Each atom is followed by the atoms it is bonded to, with distances in Å.
Atoms and positions in Å:
1 C -2.5657 0.6085 -0.2083  O2 1.422, H33 1.087, H34 1.092, H35 1.092
2 O -1.3158 0.4869 -0.8756  C1 1.422, C3 1.338
3 C -1.2804 -0.3406 -1.9265  O2 1.338, O4 1.202, C5 1.522
4 O -2.2359 -0.9490 -2.3299  C3 1.202
5 C 0.1038 -0.4004 -2.5571  C3 1.522, C6 1.542, N13 1.436, H36 1.101
6 C 0.3824 -1.8219 -3.0865  C5 1.542, C7 1.501, H37 1.092, H38 1.090
7 C 1.6622 -1.8197 -3.8706  C6 1.501, C8 1.389, C12 1.388
8 C 1.6571 -1.5176 -5.2258  C7 1.389, C9 1.383, H39 1.081
9 C 2.8415 -1.4553 -5.9370  C8 1.383, C10 1.384, H40 1.080
10 C 4.0477 -1.6881 -5.2986  C9 1.384, C11 1.384, H41 1.080
11 C 4.0624 -1.9868 -3.9475  C10 1.384, C12 1.383, H42 1.080
12 C 2.8763 -2.0519 -3.2383  C7 1.388, C11 1.383, H43 1.081
13 N 1.1387 0.0369 -1.6626  C5 1.436, C14 1.351, H44 1.011
14 C 1.9530 1.0773 -1.9464  N13 1.351, O15 1.215, C16 1.517
15 O 1.8437 1.7407 -2.9589  C14 1.215
16 C 2.9962 1.3317 -0.8745  C14 1.517, C17 1.539, H45 1.091, H46 1.088
17 C 2.5758 2.4688 0.0742  C16 1.539, C18 1.528, C19 1.535, H47 1.096
18 C 2.7584 3.8162 -0.6223  C17 1.528, H48 1.087, H49 1.088, H50 1.087
19 C 1.1216 2.3445 0.5512  C17 1.535, C20 1.519, H51 1.093, H52 1.094
20 C 0.7843 1.0839 1.3292  C19 1.519, O21 1.217, N22 1.356
21 O 1.3674 0.0231 1.2063  C20 1.217
22 N -0.2749 1.2645 2.1572  C20 1.356, C23 1.401, H53 1.011
23 C -0.9687 0.3101 2.9126  N22 1.401, C24 1.387, C30 1.405
24 C -0.4831 -0.9590 3.1925  C23 1.387, C25 1.380, H54 1.076
25 C -1.2259 -1.8435 3.9471  C24 1.380, C26 1.392, H55 1.077
26 C -2.4719 -1.4740 4.4452  C25 1.392, O27 1.361, C29 1.393
27 O -3.1255 -2.4136 5.1823  C26 1.361, C28 1.406
28 C -4.3889 -2.1039 5.7157  O27 1.406, H56 1.095, H57 1.095, H58 1.089
29 C -2.9715 -0.2024 4.1718  C26 1.393, C30 1.386, H59 1.077
30 C -2.2288 0.6844 3.4090  C23 1.405, C29 1.386, O31 1.376
31 O -2.6427 1.9532 3.0749  C30 1.376, C32 1.407
32 C -3.8875 2.4030 3.5513  O31 1.407, H60 1.094, H61 1.094, H62 1.089
33 H -2.5580 1.5669 0.3052  C1 1.087
34 H -2.6780 -0.2031 0.5140  C1 1.092
35 H -3.3823 0.5618 -0.9312  C1 1.092
36 H 0.1158 0.3059 -3.4016  C5 1.101
37 H 0.4534 -2.5035 -2.2364  C6 1.092
38 H -0.4609 -2.1252 -3.7074  C6 1.090
39 H 0.7173 -1.3296 -5.7251  C8 1.081
40 H 2.8244 -1.2198 -6.9911  C9 1.080
41 H 4.9735 -1.6348 -5.8524  C10 1.080
42 H 5.0007 -2.1670 -3.4432  C11 1.080
43 H 2.8934 -2.2860 -2.1834  C12 1.081
44 H 1.2261 -0.4170 -0.7630  N13 1.011
45 H 3.9261 1.6174 -1.3679  C16 1.091
46 H 3.1620 0.4210 -0.3025  C16 1.088
47 H 3.2289 2.4287 0.9537  C17 1.096
48 H 2.2031 3.8274 -1.5568  C18 1.087
49 H 2.4096 4.6334 0.0060  C18 1.088
50 H 3.8081 3.9848 -0.8493  C18 1.087
51 H 0.8846 3.2153 1.1673  C19 1.093
52 H 0.4598 2.3621 -0.3199  C19 1.094
53 H -0.7347 2.1646 2.1501  N22 1.011
54 H 0.4801 -1.2469 2.8077  C24 1.076
55 H -0.8550 -2.8307 4.1667  C25 1.077
56 H -5.1180 -1.8861 4.9281  C28 1.095
57 H -4.3380 -1.2589 6.4106  C28 1.095
58 H -4.7047 -2.9936 6.2581  C28 1.089
59 H -3.9356 0.0933 4.5491  C29 1.077
60 H -3.9182 2.4172 4.6449  C32 1.094
61 H -4.7090 1.7897 3.1681  C32 1.094
62 H -3.9952 3.4201 3.1769  C32 1.089

Löwdin atomic charge list, values in e, 6 entries: atom 1 (C): -0.030, atom 2 (O): -0.036, atom 3 (C): -0.435, atom 4 (O): 0.123, atom 5 (C): -0.189, atom 6 (C): -0.080



Number 1 is which compound?
C24H30F4NO14